Density functional theory data (ωB97M-V/def2-TZVPD) for the molecule C3H6N4O.

XYZ file:
```
14
C3H6N4O, DFT ωB97M-V/def2-TZVPD
C -1.585 -1.164 -1.613
C 0.015 0.192 -0.006
C 1.464 0.492 1.987
H -1.601 -1.256 -2.696
H -1.166 -2.146 -1.318
H -2.716 -1.205 -1.259
H -0.616 0.705 -1.884
H 2.425 0.632 2.657
H 1.642 2.325 1.394
N -0.658 -0.067 -1.220
N -0.159 -0.603 1.039
N 1.044 -0.680 1.826
N 0.973 1.584 1.234
O 0.937 1.191 -0.142
```

structure (SMILES): CNC1=NN=CNO1
energy above the lowest of the compared OMol25 structures with the same formula, charge and spin: 110.6 kcal/mol
E_tot: -412.03271 Eh
LUMO: 0.0307 Ha
spin multiplicity: 1